No. 1
Molecular formula: C7H11N
Method: DFT, ωB97M-V/def2-TZVPD

Results
SMILES: C[C@@]12CC=C[C@H]1CN2
E_LUMO (eV): 1.00
Frontier orbital gap (eV): 9.403
HOMO level (eV): -8.401
M (g/mol): 109.2
Energy above the lowest of the compared OMol25 structures with the same formula, charge and spin (kcal/mol): 177.3

Structure (XYZ):
```
19
C7H11N, DFT ωB97M-V/def2-TZVPD
C 1.44154 -0.89534 0.62525
C 0.22081 -0.35869 -0.33000
C -0.84567 -1.22113 0.00669
C -1.56878 -0.42908 1.08494
C -0.96627 0.80529 1.41248
C -0.38155 0.90440 -0.01722
C 0.80446 1.48834 -1.05697
H 1.32207 -0.53486 1.67153
H 2.39248 -0.25667 0.46038
H 1.67641 -2.12559 0.61268
H -0.62081 -2.25235 0.48068
H -1.93026 -1.62683 -0.51000
H -2.07085 -0.99840 1.87676
H -0.85018 1.26457 2.36271
H -1.37157 0.94470 -0.45546
H 0.41801 1.97427 -1.98655
H 1.79378 1.81314 -0.67461
H 0.43129 -0.17145 -2.65125
N 0.94035 0.02952 -1.64827
```

No. 2
Molecular formula: C7H11N
Method: DFT, ωB97M-V/def2-TZVPD

Results
E_LUMO (eV): 1.08
Frontier orbital gap (eV): 10.009
HOMO level (eV): -8.930
M (g/mol): 109.2
Energy above the lowest of the compared OMol25 structures with the same formula, charge and spin (kcal/mol): 84.3

Structure (XYZ):
```
19
C7H11N, DFT ωB97M-V/def2-TZVPD
C 0.35446 1.46760 0.94626
C 0.21144 0.57370 -0.24762
C 1.66784 0.23420 -0.59895
C 0.13921 -0.94575 -0.12302
C -1.17600 -1.09161 0.64472
C -1.97200 -0.07372 -0.23128
C -1.16787 0.78373 -0.82735
H -0.60912 1.86179 1.34480
H 1.06074 1.05184 1.74522
H 0.84039 2.36288 0.56266
H 2.48494 0.98355 -0.34937
H 1.84936 -0.04589 -1.69844
H 2.05261 -1.82076 -0.17329
H -0.02684 -1.46275 -1.15491
H -1.54598 -2.16293 0.58152
H -1.11197 -0.77303 1.65016
H -3.05124 -0.15896 -0.29466
H -1.46351 1.62737 -1.44520
N 1.59688 -1.02173 0.26499
```

No. 3
Molecular formula: C7H11N
Method: DFT, ωB97M-V/def2-TZVPD

Results
E_LUMO (alpha / beta) (eV): 0.82 / 0.66
Frontier orbital gap (alpha / beta) (eV): 8.112 / 8.386
HOMO level (alpha / beta) (eV): -7.289 / -7.730
M (g/mol): 109.2
Energy above the lowest of the compared OMol25 structures with the same formula, charge and spin (kcal/mol): 178.4

Structure (XYZ):
```
19
C7H11N, DFT ωB97M-V/def2-TZVPD
C 3.74280 -0.54402 -0.43496
C -0.71327 1.17256 -0.79156
C -1.81131 1.03750 0.36612
C 2.70503 0.38892 -0.42798
C -0.59362 0.12551 0.28694
C -1.02278 -1.33389 -0.05318
C 0.46466 0.34875 1.18295
N 4.08727 0.51436 0.23715
H 4.27830 -1.52211 -0.44084
H -0.82684 0.64892 -1.73644
H -0.05219 1.98904 -0.63335
H -1.72252 1.87757 1.10025
H -2.76810 0.52484 0.17371
H 2.33020 1.08290 -1.08803
H -0.33604 -1.98455 -0.53369
H -1.83898 -1.35915 -0.83652
H -1.43756 -1.88965 0.74484
H 0.85977 -0.39849 1.87407
H 0.61260 1.39653 1.52052
```

No. 4
Molecular formula: C7H11N
Method: DFT, ωB97M-V/def2-TZVPD

Results
E_LUMO (eV): 1.01
Frontier orbital gap (eV): 9.724
HOMO level (eV): -8.716
M (g/mol): 109.2
Energy above the lowest of the compared OMol25 structures with the same formula, charge and spin (kcal/mol): 138.7

Structure (XYZ):
```
19
C7H11N, DFT ωB97M-V/def2-TZVPD
C -0.15801 -1.43077 -0.87504
C -0.16307 1.22816 -1.06591
C -0.32712 -1.23508 1.82894
C 0.18886 1.96553 0.21284
C 0.89169 -0.42830 -1.10029
C -0.80027 -1.44614 0.44225
C -1.36561 -0.65559 -0.49025
N 2.12021 -0.36811 -0.99326
H -0.17971 -2.27514 -1.55399
H 2.62310 -1.16968 -0.60759
H -2.33081 -0.24984 -0.73000
H -1.16586 1.49768 -1.40106
H 0.43175 1.59975 -1.90347
H -0.98997 -0.55739 2.37300
H 0.68091 -0.80482 1.86022
H -0.29953 -2.18381 2.37166
H 0.10795 3.04813 0.06587
H -0.47951 1.69711 1.03346
H 1.21499 1.76833 0.53261
```

No. 5
Molecular formula: C7H11N
Method: DFT, ωB97M-V/def2-TZVPD

Results
E_LUMO (eV): 0.97
Frontier orbital gap (eV): 9.500
HOMO level (eV): -8.529
M (g/mol): 109.2
Energy above the lowest of the compared OMol25 structures with the same formula, charge and spin (kcal/mol): 173.2

Structure (XYZ):
```
19
C7H11N, DFT ωB97M-V/def2-TZVPD
C -1.11190 -0.09077 2.02116
C 0.25511 0.50617 1.42017
C 0.75576 -0.56731 -0.15101
C 1.01815 -0.96037 -1.57938
C 0.34542 -0.05403 -2.39200
C -0.54859 0.70058 -1.38948
C 0.24481 0.81298 -0.05848
H -1.42295 0.01200 3.24671
H -2.19840 0.34401 1.47226
H -1.21246 -1.23807 2.00312
H 0.64706 1.36650 1.81451
H 1.12478 -1.40167 1.74598
H -0.55613 -0.84095 -0.07238
H 1.73286 -1.64251 -2.23449
H 0.57520 0.09954 -3.43210
H -0.53797 1.72820 -1.90772
H -1.54787 0.14055 -1.24088
H 1.04840 1.57753 -0.47396
N 1.38873 -0.49239 1.20798
```

No. 6
Molecular formula: C7H11N2
Method: DFT, ωB97M-V/def2-TZVPD

Results
E_LUMO (alpha / beta) (eV): -3.98 / -3.98
Frontier orbital gap (alpha / beta) (eV): 8.595 / 8.593
HOMO level (alpha / beta) (eV): -12.572 / -12.571
Total charge: +1
M (g/mol): 123.2
Energy above the lowest of the compared OMol25 structures with the same formula, charge and spin (kcal/mol): 192.4

Structure (XYZ):
```
20
C7H11N2, DFT ωB97M-V/def2-TZVPD
C 2.91464 0.50332 -0.54520
C 2.00795 -0.68410 -0.46491
C 2.49365 0.00152 0.73276
C 0.10718 1.08056 0.24844
C -0.11321 -0.92359 0.93543
C -2.78310 -0.33745 -0.77776
C -2.22267 0.27223 0.55595
N -0.84743 0.16868 0.59149
N 1.02483 -0.05294 0.43053
H 3.95580 0.48046 -0.86014
H 2.40365 1.30308 -0.99883
H 1.82170 -1.64736 -0.75310
H 2.96374 -0.08061 1.75272
H 0.23392 2.18067 -0.02439
H -0.23404 -1.80042 0.40551
H -3.58304 -0.97758 -0.47948
H -3.17047 0.46932 -1.31687
H -1.93391 -0.80687 -1.44003
H -2.40014 1.29163 0.71827
H -2.63904 -0.44054 1.28959
```

> Which of these has the highest energy above the lowest of the compared OMol25 structures with the same formula, charge and spin?

C7H11N2